{"formula": "C35H48AuBrF5PTe", "method": "ωB97M-V/def2-TZVPD", "symbols": ["Au", "C", "C", "C", "C", "C", "C", "Te", "C", "C", "C", "H", "H", "H", "H", "H", "H", "H", "H", "H", "H", "H", "F", "C", "F", "C", "F", "F", "F", "Br", "C", "C", "C", "C", "C", "C", "H", "H", "H", "H", "C", "C", "C", "C", "C", "C", "P", "C", "C", "C", "C", "C", "C", "C", "C", "C", "C", "C", "C", "H", "H", "H", "H", "H", "H", "H", "H", "H", "H", "H", "H", "H", "H", "H", "H", "H", "H", "H", "H", "H", "H", "H", "H", "H", "H", "H", "H", "H", "H", "H", "H", "H"], "xyz": [[-0.561, 0.286, -1.178], [-1.280, -5.454, -5.192], [-1.592, -4.534, -4.043], [-2.832, -3.927, -3.920], [-3.129, -3.060, -2.871], [-4.508, -2.463, -2.795], [-2.140, -2.784, -1.921], [-2.545, -1.376, -0.377], [-0.898, -3.433, -1.991], [0.166, -3.285, -0.935], [-0.646, -4.287, -3.057], [-2.083, -5.449, -5.928], [-1.146, -6.481, -4.846], [-0.359, -5.154, -5.693], [-3.596, -4.126, -4.665], [-5.136, -2.854, -3.595], [-4.473, -1.377, -2.877], [-4.985, -2.699, -1.843], [0.503, -2.254, -0.810], [1.036, -3.894, -1.184], [-0.214, -3.603, 0.039], [0.321, -4.777, -3.118], [-2.615, -0.046, -3.234], [-1.283, 0.231, -3.178], [-0.660, -0.702, -3.947], [-1.173, 1.578, -3.943], [-1.459, 2.605, -3.118], [0.037, 1.776, -4.462], [-2.046, 1.630, -4.954], [5.356, 2.402, -3.669], [3.660, 1.876, -3.003], [2.839, 2.818, -2.411], [1.605, 2.420, -1.908], [1.187, 1.098, -1.981], [2.019, 0.180, -2.622], [3.254, 0.558, -3.129], [3.151, 3.852, -2.349], [0.958, 3.181, -1.491], [1.708, -0.851, -2.745], [3.892, -0.165, -3.619], [-1.586, -1.102, 4.833], [-0.610, -2.009, 4.071], [-0.374, -1.519, 2.633], [-0.474, 0.011, 2.579], [-1.916, 0.461, 2.885], [-2.604, -0.490, 3.877], [0.203, 0.774, 1.048], [2.040, 0.707, 1.225], [2.611, 1.052, 2.626], [3.148, -0.184, 3.342], [4.319, -0.802, 2.568], [4.115, -0.678, 1.049], [2.630, -0.618, 0.706], [-0.189, 2.579, 1.110], [-1.606, 2.955, 0.650], [-1.634, 4.439, 0.254], [-0.724, 5.291, 1.156], [-0.599, 4.648, 2.533], [0.149, 3.310, 2.428], [-1.041, -0.295, 5.333], [-2.084, -1.666, 5.624], [-1.010, -3.025, 4.029], [0.337, -2.071, 4.613], [-1.123, -1.932, 1.960], [0.590, -1.877, 2.275], [0.176, 0.404, 3.368], [-2.502, 0.505, 1.965], [-1.903, 1.475, 3.290], [-3.119, -1.285, 3.330], [-3.370, 0.056, 4.429], [2.368, 1.480, 0.522], [1.880, 1.557, 3.254], [3.430, 1.767, 2.497], [2.342, -0.914, 3.451], [3.459, 0.078, 4.355], [4.428, -1.851, 2.850], [5.250, -0.306, 2.855], [4.590, -1.510, 0.528], [4.595, 0.231, 0.672], [2.127, -1.481, 1.148], [2.478, -0.687, -0.369], [0.491, 2.951, 0.338], [-2.315, 2.767, 1.457], [-1.936, 2.347, -0.194], [-2.663, 4.798, 0.315], [-1.330, 4.544, -0.790], [-1.110, 6.308, 1.231], [0.275, 5.375, 0.716], [-1.599, 4.488, 2.946], [-0.077, 5.303, 3.232], [-0.092, 2.691, 3.294], [1.225, 3.497, 2.466]], "homo_lumo_gap_ha": 0.2648, "energy_ha": -5180.90958, "e_above_lowest_kj_mol": 16.2, "charge": 0}

---

{"formula": "C33H30F2N6O5S3W", "method": "ωB97M-V/def2-TZVPD", "symbols": ["W", "O", "N", "C", "C", "C", "C", "C", "S", "H", "H", "H", "H", "O", "C", "O", "C", "C", "C", "N", "C", "C", "C", "O", "O", "H", "H", "H", "F", "C", "F", "H", "C", "N", "C", "C", "N", "C", "S", "H", "H", "H", "H", "H", "H", "H", "H", "N", "C", "N", "S", "H", "H", "H", "H", "C", "C", "C", "C", "C", "C", "C", "C", "C", "C", "C", "C", "C", "C", "C", "H", "H", "H", "H", "H", "H", "H", "H", "H", "H"], "xyz": [[-0.471, -0.202, -0.364], [-0.518, 1.871, -1.000], [0.147, 2.859, -0.404], [0.154, 4.042, -1.062], [0.770, 5.127, -0.514], [1.390, 4.984, 0.735], [1.381, 3.772, 1.365], [0.755, 2.655, 0.775], [0.755, 1.100, 1.446], [-0.351, 4.020, -2.015], [0.776, 6.061, -1.056], [1.884, 5.828, 1.200], [1.859, 3.625, 2.324], [-1.033, 0.654, -7.349], [-2.001, 0.412, -6.608], [-3.234, 0.464, -6.808], [-1.631, 0.199, -5.133], [-2.544, -0.389, -4.265], [-2.219, -0.561, -2.940], [-1.060, -0.121, -2.440], [-0.178, 0.456, -3.259], [-0.402, 0.586, -4.610], [1.129, 0.818, -2.589], [1.909, 1.581, -3.101], [1.305, 0.182, -1.439], [-3.500, -0.709, -4.660], [-2.881, -1.054, -2.245], [0.357, 1.014, -5.251], [-2.730, -1.474, 1.279], [-1.439, -1.012, 1.516], [-1.638, -0.107, 2.555], [-0.897, -1.847, 1.950], [-5.931, 1.358, 1.309], [-5.701, 1.333, -0.117], [-6.812, 1.129, -1.037], [-6.117, 1.009, -2.403], [-4.717, 0.928, -2.016], [-4.500, 1.142, -0.710], [-3.021, 1.258, 0.095], [-6.510, 2.241, 1.586], [-4.973, 1.378, 1.820], [-6.481, 0.465, 1.618], [-7.509, 1.967, -0.995], [-7.358, 0.221, -0.769], [-6.299, 1.880, -3.031], [-6.428, 0.122, -2.951], [-3.958, 0.878, -2.675], [1.445, -2.954, -1.870], [0.703, -2.926, -0.617], [0.921, -4.209, 0.030], [-1.066, -2.595, -0.869], [2.410, -3.208, -1.680], [1.453, -2.024, -2.276], [1.890, -4.284, 0.328], [0.346, -4.251, 0.864], [0.967, -1.690, 0.254], [1.917, -1.602, 1.125], [2.880, -1.523, 2.012], [4.204, -0.953, 1.623], [5.102, -0.491, 2.579], [6.320, 0.065, 2.200], [6.654, 0.174, 0.858], [5.752, -0.269, -0.106], [4.544, -0.828, 0.274], [2.602, -1.983, 3.411], [1.407, -1.628, 4.036], [1.104, -2.090, 5.310], [1.997, -2.911, 5.986], [3.195, -3.265, 5.375], [3.494, -2.804, 4.099], [4.843, -0.554, 3.630], [7.004, 0.420, 2.962], [7.602, 0.606, 0.562], [5.986, -0.173, -1.159], [3.829, -1.145, -0.478], [0.713, -0.978, 3.515], [0.168, -1.802, 5.774], [1.764, -3.269, 6.981], [3.896, -3.911, 5.890], [4.425, -3.091, 3.623]], "homo_lumo_gap_ha": [0.2607, 0.2666], "energy_ha": -3441.71647, "e_above_lowest_kj_mol": 163.2, "multiplicity": 2, "charge": -1}

---

{"formula": "H24NeO12", "method": "ωB97M-V/def2-TZVPD", "symbols": ["Ne", "O", "H", "H", "O", "H", "H", "O", "H", "H", "O", "H", "H", "O", "H", "H", "O", "H", "H", "O", "H", "H", "O", "H", "H", "O", "H", "H", "O", "H", "H", "O", "H", "H", "O", "H", "H"], "xyz": [[0.632, 0.445, 0.128], [-1.074, 3.773, 2.346], [-1.523, 4.613, 2.449], [-0.962, 3.675, 1.401], [2.003, -2.431, -0.931], [2.941, -2.620, -0.964], [1.585, -3.244, -1.212], [-0.736, -1.693, -2.992], [-1.582, -1.472, -3.383], [-0.313, -0.848, -2.841], [-0.098, -3.005, 1.969], [0.326, -2.668, 1.180], [-0.802, -2.382, 2.149], [2.209, -0.444, -3.155], [2.855, 0.253, -3.042], [2.224, -0.922, -2.326], [-2.823, 1.411, 1.144], [-2.299, 1.615, 0.369], [-2.698, 2.164, 1.722], [-2.818, -1.568, -0.691], [-2.033, -1.352, -1.196], [-2.511, -1.637, 0.213], [2.692, 1.064, 2.509], [1.973, 1.224, 3.120], [3.428, 1.556, 2.871], [-1.143, 2.835, -0.716], [-0.612, 2.158, -1.136], [-1.517, 3.332, -1.443], [3.252, -1.733, 1.508], [2.859, -0.943, 1.879], [2.749, -1.900, 0.711], [-1.969, -1.058, 2.361], [-2.138, -0.127, 2.215], [-2.302, -1.227, 3.242], [-0.041, 1.054, -2.780], [0.783, 0.719, -3.133], [-0.514, 1.381, -3.545]], "homo_lumo_gap_ha": 0.3747, "energy_ha": -1046.22873, "e_above_lowest_kj_mol": 86.1, "charge": 0}